Below is a 12-piece molecular cluster, C6H35NO12 overall in a non-equilibrium geometry, with properties calculated with ωB97M-V with the def2-TZVPD basis set.

The value obtained for the HOMO energy is -9.696 eV. The SMILES is CC(C)CNCC=O.O.O.O.O.O.O.O.O.O.O.O. For the LUMO energy, the calculation gives -0.16 eV. Its energy above the lowest of the compared OMol25 structures with the same formula, charge and spin is 788.4 kJ/mol. Its charge is 0. Its spin multiplicity is 1.

Geometry as XYZ:
```
54
Properties=species:S:1:pos:R:3:forces:R:3:mulliken_charge:R:1
C -1.54981 -0.84839 -4.31219 3.8 -2.2 0.1 -1.42
C -1.12530 -0.33688 -2.94471 -0.3 -1.5 -1.6 1.09
C -2.33519 0.27166 -2.44958 -0.4 1.8 3.7 -1.33
C -0.78303 -1.34799 -1.93469 -1.6 -3.0 2.7 -1.29
N -0.36336 -0.69925 -0.69395 1.8 -0.6 1.7 0.26
C 0.85720 -1.26352 -0.03265 0.2 0.2 -0.5 0.63
C 0.67549 -2.39465 1.06356 2.0 0.2 1.9 0.08
O 1.25778 -2.17688 2.13843 -0.8 -0.2 -1.0 -0.61
H -1.12578 -0.20641 -5.09421 -0.4 -0.2 0.0 0.33
H -0.91516 -1.81500 -4.28363 -1.5 0.8 -1.3 0.28
H -2.60505 -0.99650 -4.40400 -0.4 -0.3 -0.2 0.41
H -0.15562 0.14958 -3.00270 -0.4 1.4 -0.2 0.09
H -3.19147 -0.49660 -2.31131 1.6 1.2 0.2 0.38
H -2.66714 0.97856 -3.14277 -0.8 1.6 -0.8 0.55
H -1.90447 0.76765 -1.48939 -2.1 -0.4 -1.1 -0.02
H -1.71683 -1.93315 -1.52817 1.3 0.4 -1.7 0.16
H 0.01226 -2.03352 -2.23778 -0.1 -0.1 -0.2 0.52
H -1.03215 -0.75102 0.08749 -0.3 0.3 -1.3 -0.08
H 1.30875 -0.27011 0.37924 -0.3 -2.6 -0.1 -1.24
H 1.58705 -1.79234 -0.74646 -1.0 1.2 0.6 0.59
H 0.32100 -3.49598 1.04096 -0.3 1.9 -1.3 0.42
O 0.83235 2.11596 -0.13006 -2.5 2.2 2.4 -0.61
H 0.27927 1.37590 -0.39429 -0.4 -0.7 -0.4 0.42
H 0.12657 2.67381 0.47983 2.7 -1.8 -2.4 0.20
O -3.17350 -0.16363 0.49248 -2.6 3.7 -1.9 -0.64
H -2.82098 -0.07370 1.35490 0.4 0.3 1.6 0.26
H -3.67118 0.80540 0.32527 2.2 -4.0 0.7 0.35
O 2.52106 0.23494 2.38841 -0.8 -1.8 0.5 -0.76
H 2.14494 -0.72842 2.42809 0.7 1.8 -0.4 0.45
H 2.58346 0.42611 1.44871 -0.5 0.0 -0.1 0.50
O -1.75028 -3.00181 2.60077 -0.6 -0.6 -1.3 -0.55
H -1.07292 -3.35131 3.14353 1.3 -1.1 0.6 0.30
H -1.94298 -2.22750 3.08373 -0.8 1.7 0.7 0.27
O -1.41874 -4.79738 -0.06162 -2.2 1.2 1.5 -0.68
H -2.19491 -4.32896 0.43616 2.2 -1.3 -1.2 0.34
H -1.29825 -4.23785 -0.83070 0.0 0.1 -0.3 0.32
O 3.68230 0.14674 -1.34732 0.4 0.1 -1.9 -0.61
H 3.39712 0.90299 -1.87837 0.5 -0.1 -0.6 0.33
H 3.19585 0.38887 -0.60044 -0.9 0.2 2.4 0.31
O 4.49958 2.01660 1.69189 -2.8 -1.3 0.9 -0.64
H 3.96841 1.13727 1.91550 2.1 2.8 -0.2 0.43
H 3.82724 2.71413 1.95264 1.2 -1.2 -0.5 0.30
O 0.85836 3.49405 2.61567 0.4 2.7 0.7 -0.57
H 1.64530 3.52778 3.17956 -0.4 -0.8 -0.4 0.26
H 0.59861 2.64650 2.33557 0.2 -1.9 0.1 0.32
O 0.03499 -0.06737 4.60806 0.8 -0.4 -0.3 -0.61
H 0.43282 -0.87925 4.92989 -0.7 -0.7 0.7 0.32
H 0.84176 0.17459 4.13582 -0.2 1.1 -0.6 0.26
O 1.56941 2.92875 -3.29023 -1.2 5.0 4.4 -0.61
H 1.40052 2.59868 -2.40124 0.0 -0.5 -0.3 0.30
H 1.74140 2.35988 -3.92971 1.1 -4.5 -3.8 0.27
O -1.76781 3.60825 1.54728 0.5 1.1 -1.4 -0.62
H -1.48719 4.51499 1.25807 -0.3 -1.3 0.4 0.31
H -2.13176 3.75574 2.41067 -0.2 0.0 0.8 0.30
```
Positions in Å, forces in eV/Å.

---

Below is C6H36BeO13 as an isolated structure in a non-equilibrium geometry, with properties calculated with ωB97M-V with the def2-TZVPD basis set.

The value obtained for the HOMO energy is -4.981 eV. For the LUMO energy, the calculation gives -1.29 eV. Its energy above the lowest of the compared OMol25 structures with the same formula, charge and spin is 107.7 kJ/mol. Its charge is 0. Its spin multiplicity is 1.

Geometry as XYZ:
```
56
Properties=species:S:1:pos:R:3:forces:R:3:mulliken_charge:R:1
Be 1.70800 -2.50755 -0.77877 -1.9 2.8 -0.6 -0.11
C -2.41700 1.33445 1.62023 1.5 0.2 -1.9 -0.71
C -3.25400 1.90345 2.68223 0.2 0.1 3.5 0.50
C -4.55900 1.10245 2.82623 0.9 -1.9 -2.1 -1.63
O -2.51000 1.86145 3.87023 -0.7 -0.1 -1.1 -0.97
H -2.73800 1.47445 0.58923 -0.9 -0.5 -0.5 0.60
H -2.11000 0.30245 1.80823 -0.3 -0.1 0.1 -0.24
H -1.47300 1.86445 1.57923 0.6 0.3 0.6 0.38
H -3.54500 2.96445 2.49823 0.0 -0.2 -0.7 0.21
H -5.27500 1.59445 3.34123 -2.1 2.0 2.0 0.48
H -4.45300 0.15145 3.36623 0.6 0.2 -0.1 0.27
H -5.08100 0.86045 1.87123 0.4 0.1 0.0 0.24
C 0.55400 0.58945 -2.28177 -0.6 1.6 0.6 -1.33
C 0.12300 0.03445 -0.92977 -0.2 -2.5 -1.3 0.38
C -1.24400 -0.64755 -1.00277 -0.5 -1.4 -0.9 -0.43
O 0.94600 -1.10255 -0.69277 2.0 -0.6 0.9 -0.70
H 0.36200 -0.09455 -3.08377 -0.8 -0.3 -0.4 0.35
H 1.60500 0.76345 -2.39477 0.9 0.1 0.7 0.17
H 0.12900 1.60145 -2.41277 -0.3 -0.6 -0.4 0.31
H 0.16700 0.78645 -0.12677 0.2 -0.1 -0.1 0.73
H -2.08200 -0.10855 -1.34777 -0.9 1.3 -0.4 0.64
H -1.62300 -1.20755 -0.14577 0.7 0.8 0.6 -0.76
H -1.16400 -1.49855 -1.71877 0.3 0.7 0.0 0.28
O 3.36900 0.83545 0.30123 1.2 0.0 -1.8 -0.69
H 3.36600 0.82445 1.22523 -0.2 0.1 2.2 0.25
H 2.50300 0.60145 0.00123 -1.1 -0.4 -0.2 0.39
O 2.97900 -2.42355 0.29323 0.8 -1.3 2.0 -0.11
H 2.87100 -2.78255 1.20623 -0.4 0.4 -0.8 0.33
H 3.88200 -2.06355 0.31823 -0.5 0.3 -0.7 0.34
O -0.73100 3.62445 -0.37377 0.7 0.1 -1.0 -0.67
H -0.97000 4.40945 0.09223 -0.2 1.0 0.5 0.27
H -1.28300 2.96945 0.01823 -0.7 -1.1 0.5 0.39
O 1.93600 3.66545 -1.23877 -0.4 1.0 0.1 -0.58
H 0.95600 3.64045 -1.10977 0.7 -0.2 0.1 0.36
H 2.16700 4.59345 -1.01777 -0.1 -0.9 -0.2 0.26
O 4.16300 1.97645 -2.03977 0.5 -0.3 -1.1 -0.69
H 3.48000 2.63245 -2.17077 -0.5 0.4 0.1 0.31
H 4.07100 1.71645 -1.12877 -0.1 0.0 1.1 0.35
O 2.38000 -2.65755 -2.29277 0.6 -2.0 0.2 -0.20
H 2.81700 -1.85855 -2.65577 0.5 0.4 0.0 0.38
H 2.99700 -3.43155 -2.38677 -0.7 1.3 -0.2 0.36
O 0.54800 -3.73155 -0.55677 0.3 -0.8 0.4 -0.07
H 0.48700 -4.68855 -0.69877 0.6 0.2 -0.4 0.35
H -0.17300 -3.62155 0.11123 -0.8 0.9 0.3 0.44
O -1.76300 -3.47955 0.94323 1.7 -1.4 0.5 -0.75
H -1.55800 -3.38655 1.89923 -0.6 0.5 -0.9 0.37
H -2.18800 -2.68955 0.62123 -0.7 0.5 0.5 0.14
O 4.12800 -0.61455 -2.76077 1.9 -1.9 -1.9 -0.71
H 4.91000 -0.41855 -3.36777 -1.6 -0.6 1.2 0.30
H 3.89700 0.24845 -2.47277 -0.5 2.2 0.6 0.38
O 0.37300 -0.88755 1.94523 0.7 -1.0 0.4 -0.78
H -0.12900 -0.14855 2.21623 -1.1 1.4 1.6 0.36
H 0.33600 -0.72455 1.01423 0.6 -0.8 -1.3 0.39
O -3.76500 -1.68155 1.50223 -0.2 -1.4 -0.5 -0.73
H -3.44900 -0.80155 1.61323 0.2 1.3 0.3 0.31
H -4.67300 -1.66855 1.81323 0.0 0.1 0.0 0.29
```
Positions in Å, forces in eV/Å.

---

Below is a 11-piece molecular cluster, C6H36N2O10 overall in a non-equilibrium geometry, with properties calculated with ωB97M-V with the def2-TZVPD basis set.

The value obtained for the HOMO energy is -8.272 eV. The SMILES is CC(C)CNCCN.O.O.O.O.O.O.O.O.O.O. For the LUMO energy, the calculation gives 0.10 eV. Its energy above the lowest of the compared OMol25 structures with the same formula, charge and spin is 237.6 kJ/mol. Its charge is 0. Its spin multiplicity is 1.

Geometry as XYZ:
```
54
Properties=species:S:1:pos:R:3:forces:R:3:mulliken_charge:R:1
C 1.42320 1.01089 3.12206 0.4 1.2 -0.9 -1.47
C 1.57081 1.60924 1.69501 -1.3 0.4 0.1 0.63
C 1.39171 3.15671 1.64657 0.9 -0.9 -0.8 -1.38
C 0.48059 0.98307 0.79608 0.8 -0.4 -0.3 0.64
N 0.98189 0.68157 -0.54110 -1.4 0.6 0.4 0.30
C -0.06499 0.34187 -1.53137 2.3 0.5 -0.5 0.47
C 0.44325 -0.83195 -2.39698 -2.9 0.3 -1.2 -1.02
N 0.47492 -2.13571 -1.74680 1.8 0.6 1.0 -0.52
H 1.95802 0.07942 3.07290 -0.2 -0.7 0.5 0.32
H 1.87247 1.64822 3.87093 0.5 0.1 0.2 0.41
H 0.38384 0.95177 3.43944 -0.1 -0.4 -0.2 0.32
H 2.54122 1.36897 1.25919 0.1 -0.2 0.4 -0.04
H 1.89991 3.58232 0.75161 -0.4 -0.3 0.5 0.25
H 0.33804 3.42503 1.59861 0.1 0.2 0.3 0.32
H 1.90027 3.54481 2.50883 0.0 0.6 0.5 0.46
H -0.31942 1.73467 0.75826 0.0 -0.5 -0.4 0.51
H 0.05841 0.06825 1.24808 0.4 0.1 -0.1 -0.70
H 1.79543 0.09402 -0.61447 -0.1 -0.3 0.5 0.10
H -0.07598 1.24831 -2.15156 -0.8 -0.3 -0.3 0.39
H -1.03032 0.15298 -1.07202 0.1 -0.2 0.1 -0.73
H -0.24275 -0.98309 -3.25565 0.0 0.5 0.4 0.31
H 1.32954 -0.51738 -2.92853 0.9 -0.3 0.4 0.38
H -0.33877 -2.24850 -1.15026 -0.3 0.1 -0.3 0.27
H 1.20870 -2.00312 -1.03992 -0.3 -0.8 -0.2 0.17
O 2.18014 2.15286 -3.04368 0.9 0.3 -0.2 -0.63
H 2.66655 1.41575 -2.63596 -0.4 0.0 0.1 0.31
H 2.92628 2.77868 -3.08115 -0.6 0.0 -0.2 0.31
O -3.45797 0.18065 0.48484 1.3 1.5 0.4 -0.74
H -3.54348 1.12952 0.29038 -0.8 -0.2 -0.1 0.35
H -2.66825 0.27608 1.10604 -1.0 -1.0 0.0 0.57
O -1.92650 -0.24014 2.51334 0.2 0.9 0.3 -0.77
H -2.33910 -1.05954 2.78689 0.3 -0.4 -0.1 0.28
H -1.00230 -0.38507 2.26352 -0.3 -0.5 0.4 0.30
O -2.95669 -0.52337 -2.02884 0.3 -0.4 -0.7 -0.70
H -3.89219 -0.68238 -2.21306 0.2 0.4 0.4 0.31
H -2.84758 -0.11981 -1.14577 -0.9 -0.4 -0.2 0.25
O -1.70762 -3.02487 1.57677 -1.6 -1.2 -0.5 -0.67
H -2.18320 -3.77980 1.97718 0.9 0.3 0.6 0.33
H -2.26277 -3.08858 0.74278 0.6 0.8 0.0 0.33
O -3.59797 -2.75815 -0.31741 0.2 -0.1 0.4 -0.74
H -3.77960 -2.04583 0.31942 -0.2 0.1 -0.5 0.34
H -3.17507 -2.31103 -1.06925 -0.1 0.2 0.0 0.39
O 3.47777 -1.47622 -0.03556 0.9 0.4 -0.3 -0.65
H 2.68622 -1.77874 0.41640 -0.4 -0.4 -0.3 0.26
H 3.57140 -1.85629 -0.92323 -0.5 -0.2 0.6 0.34
O -2.04709 2.95207 -0.46201 -0.7 -0.2 0.8 -0.65
H -1.41932 3.48220 -0.94626 0.3 -0.1 -0.5 0.32
H -2.19560 2.12415 -0.92830 0.5 0.3 -0.5 0.29
O 3.73672 1.21846 -1.07042 1.0 0.2 -0.6 -0.74
H 3.05739 1.70844 -0.58978 0.1 -0.5 0.2 0.37
H 4.08841 0.45490 -0.59033 -0.6 0.3 0.4 0.30
O 0.89554 -2.34082 1.25006 -0.1 0.3 -0.2 -0.56
H 1.37625 -2.66012 2.01289 -0.2 -0.2 0.3 0.29
H -0.05261 -2.60320 1.34410 0.7 -0.2 0.2 0.22
```
Positions in Å, forces in eV/Å.

---

Below is a 13-piece molecular cluster, C6H36O12 overall in a non-equilibrium geometry, with properties calculated with ωB97M-V with the def2-TZVPD basis set.

The value obtained for the HOMO energy is -10.136 eV. For the LUMO energy, the calculation gives -0.25 eV. Its energy above the lowest of the compared OMol25 structures with the same formula, charge and spin is 379.1 kJ/mol. Its charge is 0. Its spin multiplicity is 1.

Geometry as XYZ:
```
54
Properties=species:S:1:pos:R:3:forces:R:3:mulliken_charge:R:1
C -3.81081 -0.60276 -0.10080 2.9 0.0 -1.9 -1.06
C -2.40621 -0.01250 0.12275 2.2 2.8 1.5 -0.39
C -1.17609 -0.86132 0.70987 -3.1 2.1 1.0 0.95
C -0.83852 -2.09110 -0.01516 2.1 -2.7 -1.8 -0.17
C 0.94552 -3.48826 1.02430 -0.8 -0.8 0.4 -0.81
C -0.36273 -3.29778 0.83730 0.5 1.7 -0.9 -0.09
H -4.11642 -0.06575 -1.00646 -0.9 -0.4 0.4 0.28
H -4.46273 -0.55441 0.74997 -0.2 0.1 0.2 0.35
H -3.49470 -1.60424 -0.37522 -1.2 -0.6 -0.2 0.28
H -1.84330 0.63484 -0.63834 -1.7 -1.2 -0.2 0.08
H -2.58191 0.82671 0.85303 0.5 -0.8 -0.2 0.14
H -1.50849 -1.01672 1.74734 0.6 -0.6 -0.2 0.27
H -0.40649 -0.08276 0.78398 0.1 -0.6 -0.1 -0.91
H -0.09897 -2.02445 -0.86522 0.3 0.9 1.1 0.05
H -1.52836 -2.49260 -0.74043 -1.7 0.1 0.4 0.38
H 1.67990 -2.83955 0.54816 -0.2 -0.3 0.5 0.09
H 1.26685 -4.31146 1.67430 0.2 0.3 -0.4 0.33
H -1.16742 -3.89270 1.24104 0.2 -0.3 0.4 0.42
H -1.41540 2.99220 0.37006 -0.9 0.7 0.2 0.37
H -2.74578 3.41796 1.06501 0.0 0.0 0.0 0.29
O -2.29952 3.41605 0.21392 0.2 -0.5 -0.1 -0.66
H 1.29180 0.40612 1.01356 -0.4 -0.7 0.4 0.24
H 2.48172 0.91759 0.21214 -0.5 0.3 1.0 0.28
O 1.81435 1.19261 0.89082 1.5 -0.2 -1.6 -0.76
H 1.86060 -1.94700 3.71667 -0.1 0.1 -0.5 0.29
H 2.99285 -0.99963 3.42410 -0.3 0.1 -0.4 0.26
O 2.09167 -1.21173 3.12342 0.5 -0.2 0.9 -0.53
H 2.24410 -2.07978 -4.03426 -0.2 -0.4 -0.3 0.32
H 2.52319 -0.73460 -3.42435 0.4 -0.4 0.0 0.30
O 2.89264 -1.63301 -3.49274 -0.2 0.7 0.2 -0.61
H 0.85016 2.60845 0.39455 0.1 0.2 0.8 0.46
H 0.51361 3.73018 1.51129 0.0 -0.6 -0.8 0.27
O 0.23807 3.31238 0.66709 0.2 0.5 0.0 -0.65
H -0.49260 -4.34634 -2.30811 -0.3 -0.3 0.3 0.30
H 0.79983 -3.59642 -2.07637 0.8 0.3 1.1 0.32
O 0.21122 -3.88084 -2.74844 -0.4 -0.1 -1.4 -0.62
H -1.61299 3.62925 -1.89043 0.5 -0.1 -0.2 0.33
H -0.24971 3.63780 -1.26029 -0.1 0.2 -0.1 0.37
O -0.67640 3.47165 -2.11572 -0.3 0.0 0.3 -0.67
H 2.71484 3.34461 -2.09809 -0.1 0.5 -0.3 0.29
H 1.39296 3.74224 -2.64416 -2.7 -0.6 -0.4 0.32
O 2.25097 4.06640 -2.55619 2.7 0.1 0.7 -0.60
H 1.56943 1.98024 3.98898 0.6 -1.2 0.7 0.23
H 1.61883 2.14199 2.40698 0.6 -1.1 -0.3 0.42
O 1.39773 2.51872 3.24762 -1.1 2.3 -0.1 -0.66
H 1.90461 -1.24055 -0.73505 0.4 -0.6 -0.3 0.30
H 3.06358 -2.28352 -1.02773 -0.3 0.2 -0.4 0.30
O 2.83780 -1.45863 -0.58813 0.0 0.8 0.6 -0.69
H 0.39077 -0.36017 4.03732 -1.4 -0.2 -0.5 0.29
H -0.53450 0.78829 3.96890 -0.6 0.0 -0.2 0.31
O -0.57863 -0.17542 3.88329 1.9 0.4 0.6 -0.59
H -1.23686 0.95487 -4.45711 0.5 1.0 0.1 0.31
H -2.27737 0.96255 -3.23446 0.6 0.4 -0.4 0.32
O -1.91669 0.49226 -3.99450 -1.0 -1.3 0.3 -0.63
```
Positions in Å, forces in eV/Å.